Below is a 12-piece molecular cluster, C48H120O24 overall at a distorted geometry, with properties calculated with ωB97M-V with the def2-TZVPD basis set.

Last column: Mulliken charge in e.
Atoms and positions in Å:
C 9.500 19.853 -8.858  -0.82
O 10.653 19.510 -8.031  -0.21
C 11.067 18.141 -7.815  -0.59
C 10.607 17.669 -6.438  -0.40
O 10.997 16.276 -6.479  0.00
C 11.014 15.505 -5.306  -1.04
H 8.624 19.309 -8.508  0.29
H 9.732 19.533 -9.874  0.28
H 9.291 20.923 -8.885  0.27
H 12.151 18.047 -7.880  0.25
H 10.682 17.435 -8.552  0.33
H 9.565 17.978 -6.359  0.21
H 11.251 18.091 -5.666  0.32
H 11.841 15.775 -4.650  0.45
H 11.138 14.452 -5.561  0.15
H 10.183 15.720 -4.634  0.36
C 11.063 8.141 2.469  -0.55
O 10.910 7.795 3.850  -0.33
C 10.809 9.040 4.573  -0.16
C 10.609 8.621 6.100  -0.65
O 10.353 9.599 7.104  -0.39
C 9.229 10.393 6.992  -0.65
H 10.152 8.596 2.081  0.12
H 11.240 7.261 1.851  0.25
H 11.899 8.825 2.326  0.36
H 9.872 9.527 4.304  0.18
H 11.675 9.697 4.500  0.30
H 11.460 8.053 6.476  0.31
H 9.806 7.886 6.046  0.38
H 9.453 11.187 6.279  0.25
H 8.997 10.658 8.023  0.25
H 8.389 9.795 6.636  0.29
C 6.031 14.737 -2.619  -0.53
O 6.364 15.732 -1.671  -0.12
C 5.277 16.525 -1.224  -0.58
C 4.510 17.391 -2.359  -0.79
O 4.101 16.694 -3.550  0.16
C 3.139 17.393 -4.335  -1.18
H 6.774 13.965 -2.820  0.07
H 5.895 15.201 -3.596  0.15
H 5.117 14.177 -2.417  0.31
H 5.745 17.276 -0.588  0.29
H 4.572 15.899 -0.676  0.33
H 5.016 18.352 -2.452  0.39
H 3.620 17.838 -1.916  0.37
H 3.032 16.798 -5.242  0.12
H 3.430 18.420 -4.553  0.38
H 2.184 17.444 -3.812  0.38
C 14.038 10.501 -9.262  -1.03
O 13.556 9.419 -8.487  -0.24
C 14.570 8.812 -7.767  -0.27
C 14.419 7.379 -7.342  -0.88
O 13.695 7.264 -6.164  -0.07
C 12.221 7.306 -6.299  -0.81
H 14.632 11.090 -8.563  0.23
H 13.216 11.163 -9.535  0.40
H 14.636 10.198 -10.121  0.32
H 14.705 9.341 -6.824  0.10
H 15.462 8.773 -8.391  0.50
H 15.440 7.069 -7.118  0.35
H 13.996 6.680 -8.064  0.33
H 11.778 7.131 -5.319  0.16
H 11.729 6.607 -6.975  0.39
H 11.841 8.266 -6.650  0.30
C 7.614 5.985 2.408  -0.88
O 7.010 7.260 2.664  -0.28
C 6.326 7.779 1.535  -0.27
C 6.067 9.146 1.930  -0.62
O 7.210 10.025 1.920  -0.30
C 7.572 10.475 0.636  -0.77
H 8.273 6.104 1.549  0.25
H 6.806 5.330 2.082  0.39
H 8.313 5.592 3.146  0.28
H 5.396 7.266 1.287  0.48
H 6.902 7.705 0.613  0.08
H 5.781 9.286 2.972  0.26
H 5.245 9.402 1.262  0.38
H 7.884 9.689 -0.053  0.13
H 8.273 11.308 0.680  0.43
H 6.707 11.063 0.330  0.41
C 17.244 5.517 -3.265  -0.83
O 16.891 6.650 -2.562  -0.33
C 16.611 7.915 -3.177  -0.33
C 16.369 9.053 -2.213  0.02
O 15.473 8.637 -1.165  -0.20
C 15.373 9.456 0.089  -0.95
H 17.146 4.627 -2.643  0.23
H 18.183 5.563 -3.817  0.39
H 16.730 5.249 -4.188  0.25
H 15.698 7.639 -3.704  0.09
H 17.284 8.113 -4.012  0.51
H 15.822 9.919 -2.585  -0.04
H 17.254 9.363 -1.657  0.33
H 16.355 9.669 0.512  0.36
H 14.843 8.867 0.838  0.20
H 14.843 10.404 -0.007  0.29
C 7.389 8.832 -7.110  -0.29
O 7.660 8.652 -8.500  -0.24
C 6.954 9.493 -9.356  -0.33
C 5.720 8.870 -9.980  -0.75
O 4.581 8.920 -9.263  0.11
C 3.300 8.584 -9.947  -1.18
H 7.382 9.831 -6.674  -0.20
H 8.123 8.269 -6.534  0.29
H 6.428 8.439 -6.778  0.33
H 7.629 9.722 -10.182  0.36
H 6.610 10.438 -8.935  0.01
H 5.927 7.896 -10.421  0.32
H 5.405 9.430 -10.860  0.44
H 2.436 8.780 -9.312  0.17
H 3.352 7.523 -10.192  0.37
H 3.238 9.132 -10.887  0.39
C 11.417 0.362 -1.003  -0.92
O 12.153 1.551 -0.893  -0.24
C 13.258 1.542 -1.881  -0.48
C 14.455 2.326 -1.367  -0.74
O 14.450 3.795 -1.273  -0.25
C 13.274 4.336 -0.650  -0.57
H 11.880 -0.438 -0.424  0.34
H 11.105 0.002 -1.984  0.33
H 10.638 0.586 -0.275  0.29
H 13.016 1.947 -2.864  0.30
H 13.665 0.532 -1.940  0.49
H 15.319 2.044 -1.969  0.33
H 14.627 2.032 -0.331  0.41
H 12.438 4.261 -1.346  0.24
H 13.370 5.385 -0.368  0.15
H 12.996 3.916 0.316  0.30
C 9.180 12.061 -5.091  -0.02
O 9.587 11.464 -3.855  -0.48
C 9.880 10.052 -3.918  0.57
C 10.501 9.549 -2.572  0.17
O 10.991 8.196 -2.593  -0.50
C 11.955 7.792 -1.642  -0.18
H 8.313 12.630 -4.758  -0.25
H 8.661 11.333 -5.714  -0.02
H 9.958 12.670 -5.552  0.14
H 10.542 9.870 -4.765  0.35
H 8.999 9.462 -4.173  0.12
H 9.781 9.595 -1.755  -0.13
H 11.374 10.162 -2.345  -0.21
H 12.967 8.160 -1.809  0.14
H 11.918 6.703 -1.674  0.11
H 11.565 8.135 -0.684  0.24
C 17.432 12.716 -3.772  -0.83
O 17.021 11.403 -3.923  -0.17
C 16.096 11.197 -5.047  -0.92
C 14.632 11.283 -4.595  -0.05
O 14.348 12.439 -3.803  -0.26
C 12.983 12.453 -3.322  -0.59
H 17.913 13.090 -4.676  0.31
H 18.172 12.748 -2.972  0.27
H 16.633 13.446 -3.639  0.26
H 16.165 10.206 -5.494  0.10
H 16.407 11.774 -5.919  0.51
H 14.312 10.371 -4.091  0.32
H 13.996 11.343 -5.478  0.63
H 12.902 11.558 -2.705  0.01
H 12.292 12.224 -4.133  0.03
H 12.682 13.358 -2.794  0.28
C 2.353 12.690 -8.440  -0.71
O 3.203 13.790 -8.035  -0.25
C 4.457 13.346 -7.507  0.56
C 5.309 14.590 -7.213  -0.26
O 6.564 14.063 -6.791  0.11
C 7.486 15.079 -6.546  -0.47
H 2.923 12.071 -9.133  0.21
H 1.413 12.982 -8.908  0.41
H 2.127 12.007 -7.621  0.14
H 4.814 12.796 -8.377  0.05
H 4.433 12.596 -6.716  -0.28
H 4.857 15.196 -6.427  -0.21
H 5.557 15.004 -8.190  0.33
H 7.020 15.827 -5.905  0.25
H 7.913 15.696 -7.337  0.38
H 8.296 14.659 -5.950  -0.24
C 3.800 10.122 -5.986  -0.77
O 4.421 10.055 -4.692  -0.38
C 5.513 10.864 -4.366  0.70
C 6.223 10.466 -3.125  -0.34
O 6.733 9.169 -3.322  0.18
C 6.017 8.030 -3.022  -0.97
H 2.945 10.770 -5.794  0.27
H 3.336 9.167 -6.231  0.27
H 4.523 10.424 -6.744  0.19
H 5.276 11.927 -4.373  0.17
H 6.202 10.915 -5.209  -0.47
H 5.484 10.487 -2.323  0.28
H 6.995 11.198 -2.885  0.23
H 5.130 8.022 -3.656  0.19
H 5.828 8.055 -1.949  0.09
H 6.596 7.119 -3.169  0.26

Summary:
HOMO level (spin up / spin down)	0.81 / -7.56	eV
LUMO energy (spin up / spin down)	1.99 / 1.98	eV
expectation value of S²	0.750
max |F|	4.8	eV Å⁻¹
charge	-1
2S+1	2
HOMO-LUMO gap (spin up / spin down)	1.181 / 9.538	eV

Below is a 8-piece molecular cluster, C48H120O32P8 overall at a distorted geometry, with properties calculated with ωB97M-V with the def2-TZVPD basis set.

Last column: Mulliken charge in e.
Atoms and positions in Å:
C -5.098 -1.772 2.416  -1.08
C -4.344 -1.453 3.676  -0.32
O -3.976 -2.709 4.355  0.07
P -3.905 -2.683 5.916  0.30
O -4.884 -1.836 6.598  -0.85
O -2.373 -2.353 6.147  -0.04
C -1.847 -2.363 7.475  0.05
C -0.329 -2.270 7.377  -1.45
O -3.982 -4.221 6.294  0.12
C -4.710 -4.699 7.438  0.03
C -6.211 -4.605 7.211  -1.41
H -6.074 -2.232 2.553  0.35
H -5.280 -0.797 1.936  0.31
H -4.544 -2.247 1.605  0.15
H -3.413 -0.938 3.460  0.25
H -4.976 -0.854 4.330  0.49
H -2.221 -1.482 8.003  0.41
H -2.140 -3.261 8.027  0.03
H 0.083 -3.084 6.791  0.30
H -0.083 -1.279 6.986  0.37
H 0.065 -2.164 8.393  0.42
H -4.472 -5.766 7.426  0.15
H -4.361 -4.286 8.385  0.33
H -6.409 -4.824 6.163  0.28
H -6.795 -5.184 7.925  0.44
H -6.578 -3.584 7.362  0.34
C -1.035 -10.592 5.397  -1.28
C -0.792 -9.552 4.338  -0.26
O -1.880 -8.597 4.267  -0.34
P -1.687 -7.145 4.836  1.00
O -0.373 -6.550 4.568  -0.74
O -2.907 -6.399 4.207  -0.26
C -2.797 -5.675 2.964  0.10
C -2.866 -6.626 1.788  -1.28
O -2.043 -7.256 6.350  -0.29
C -1.398 -6.417 7.344  0.51
C -1.812 -6.955 8.730  -1.39
H -1.580 -11.455 5.005  0.33
H -0.078 -11.106 5.592  0.38
H -1.394 -10.268 6.368  0.29
H 0.138 -8.998 4.457  0.33
H -0.798 -10.032 3.360  0.35
H -3.680 -5.037 2.996  0.10
H -1.942 -4.997 2.935  0.36
H -3.151 -6.088 0.882  0.45
H -1.957 -7.201 1.631  0.13
H -3.703 -7.299 1.992  0.38
H -0.323 -6.503 7.205  0.39
H -1.763 -5.402 7.205  -0.25
H -2.550 -7.741 8.585  0.34
H -0.960 -7.378 9.259  0.37
H -2.216 -6.146 9.335  0.33
C 1.132 4.675 -3.217  0.05
C 2.321 3.769 -3.065  -0.03
O 3.559 4.474 -3.233  -0.22
P 4.137 4.720 -4.674  0.89
O 3.160 5.270 -5.600  -0.74
O 5.408 5.591 -4.405  -0.31
C 5.319 7.018 -4.524  -0.42
C 4.278 7.663 -3.639  -0.88
O 4.704 3.309 -5.051  -0.40
C 5.044 3.023 -6.425  -0.34
C 3.832 2.685 -7.268  -0.95
H 0.257 4.022 -3.063  -0.52
H 1.045 5.552 -2.582  0.23
H 0.882 4.983 -4.235  0.39
H 2.372 3.289 -2.090  0.02
H 2.245 2.941 -3.779  0.18
H 6.277 7.520 -4.376  0.40
H 5.149 7.245 -5.583  0.28
H 4.415 8.744 -3.711  0.45
H 3.264 7.461 -3.978  0.28
H 4.428 7.342 -2.608  0.13
H 5.656 3.822 -6.847  0.32
H 5.680 2.137 -6.400  0.31
H 3.131 3.518 -7.304  0.28
H 4.213 2.426 -8.257  0.42
H 3.264 1.851 -6.854  0.16
C -4.801 3.190 0.256  -0.81
C -4.855 4.733 0.350  -0.42
O -4.367 5.329 -0.856  -0.39
P -2.839 5.710 -0.893  0.95
O -1.940 4.691 -0.361  -0.33
O -2.719 6.128 -2.405  -0.40
C -2.588 5.213 -3.501  1.33
C -3.947 4.821 -4.016  -1.24
O -2.884 7.133 -0.217  -0.43
C -1.693 7.887 0.016  -0.32
C -0.625 7.878 -1.067  -0.83
H -3.819 2.858 0.619  0.17
H -5.515 2.690 0.905  0.45
H -4.801 2.868 -0.784  0.13
H -5.902 4.956 0.553  0.39
H -4.275 5.049 1.218  0.26
H -2.122 5.765 -4.323  0.29
H -1.911 4.374 -3.347  -1.11
H -4.585 4.248 -3.341  0.23
H -4.558 5.634 -4.404  0.33
H -3.797 4.147 -4.873  0.39
H -1.946 8.914 0.270  0.34
H -1.226 7.451 0.897  0.27
H -0.231 6.851 -1.102  0.09
H -1.000 8.037 -2.076  0.27
H 0.218 8.496 -0.770  0.42
C -5.673 -1.706 -3.884  -1.39
C -4.199 -1.783 -4.262  0.99
O -3.970 -2.361 -5.552  -0.41
P -2.590 -2.144 -6.267  0.30
O -2.248 -3.210 -7.192  -0.77
O -1.583 -2.115 -5.042  0.39
C -0.196 -2.494 -5.244  -0.63
C 0.702 -1.619 -4.399  0.23
O -2.763 -0.718 -6.904  -0.30
C -1.613 -0.045 -7.439  -0.10
C -1.400 1.353 -6.851  -0.98
H -5.851 -0.727 -3.438  0.37
H -6.343 -1.738 -4.742  0.38
H -5.943 -2.484 -3.175  0.33
H -3.799 -0.762 -4.181  -0.20
H -3.598 -2.294 -3.507  -0.09
H -0.111 -3.534 -4.931  0.13
H 0.030 -2.425 -6.306  0.59
H 1.661 -2.092 -4.190  0.43
H 0.851 -0.645 -4.862  0.11
H 0.215 -1.513 -3.425  -0.68
H -0.684 -0.613 -7.331  0.12
H -1.707 0.027 -8.524  0.48
H -0.380 1.463 -6.471  0.20
H -1.624 2.158 -7.543  0.40
H -1.977 1.487 -5.933  0.20
C -0.800 1.236 -3.052  1.09
C -1.776 0.463 -2.227  0.42
O -1.714 0.789 -0.843  -0.01
P -0.952 -0.117 0.196  0.34
O -1.459 0.037 1.548  -0.90
O -1.096 -1.529 -0.464  -0.11
C -1.260 -2.778 0.249  -0.18
C -1.386 -3.861 -0.809  0.06
O 0.600 0.130 -0.009  0.20
C 1.185 1.433 0.117  -0.01
C 1.639 1.705 1.539  -1.03
H -0.997 2.317 -3.088  -1.20
H 0.243 1.181 -2.728  0.26
H -0.796 1.002 -4.112  -0.31
H -2.791 0.559 -2.603  0.24
H -1.479 -0.586 -2.321  -0.16
H -0.364 -2.905 0.859  0.34
H -2.110 -2.797 0.932  -0.14
H -2.402 -4.043 -1.151  0.63
H -0.676 -3.631 -1.599  -0.47
H -1.034 -4.779 -0.331  -0.31
H 2.018 1.500 -0.586  0.25
H 0.535 2.257 -0.200  0.04
H 2.380 0.984 1.873  0.29
H 2.059 2.715 1.569  0.09
H 0.753 1.741 2.172  0.31
C 3.638 4.902 3.464  -1.17
C 3.550 5.722 2.212  -0.30
O 4.787 5.974 1.522  0.07
P 5.977 6.659 2.298  0.54
O 6.601 5.821 3.315  -0.72
O 6.965 7.093 1.136  -0.19
C 7.377 6.047 0.224  -0.05
C 8.678 6.469 -0.401  -1.32
O 5.394 8.016 2.789  -0.26
C 6.169 9.024 3.437  -0.29
C 6.188 10.271 2.611  -1.10
H 2.699 4.494 3.839  0.40
H 4.245 4.019 3.239  0.29
H 4.114 5.426 4.288  0.37
H 2.852 5.355 1.460  0.34
H 3.120 6.693 2.488  0.26
H 7.525 5.083 0.716  0.32
H 6.577 5.954 -0.510  0.20
H 9.203 5.676 -0.924  0.39
H 8.483 7.326 -1.055  0.29
H 9.348 6.899 0.347  0.35
H 5.936 9.120 4.495  0.39
H 7.213 8.679 3.433  0.28
H 6.711 11.104 3.070  0.38
H 6.533 9.978 1.618  0.23
H 5.182 10.658 2.397  0.29
C -0.458 -7.056 -3.751  -1.30
C 0.395 -7.097 -2.506  -0.16
O 0.860 -5.784 -2.230  -0.11
P 1.813 -5.591 -0.973  0.25
O 3.167 -6.129 -1.168  -0.86
O 1.786 -4.021 -0.734  0.28
C 2.232 -3.098 -1.729  0.87
C 3.412 -2.320 -1.195  -1.68
O 0.983 -6.114 0.249  0.16
C 1.642 -6.135 1.573  -0.41
C 1.445 -7.533 2.118  -0.85
H -1.356 -6.435 -3.642  0.27
H 0.050 -6.662 -4.629  0.31
H -0.871 -8.047 -3.958  0.40
H -0.073 -7.670 -1.706  0.25
H 1.283 -7.687 -2.774  0.34
H 2.574 -3.647 -2.615  0.51
H 1.431 -2.434 -2.054  -0.69
H 4.276 -2.939 -0.961  0.38
H 3.762 -1.614 -1.956  0.40
H 3.088 -1.752 -0.322  0.30
H 2.696 -5.879 1.502  0.47
H 1.028 -5.405 2.093  0.29
H 2.132 -7.725 2.941  0.46
H 0.396 -7.616 2.387  -0.20
H 1.668 -8.298 1.372  0.39

Summary:
HOMO level	-10.32	eV
LUMO energy	0.35	eV
max |F|	2.4	eV Å⁻¹
HOMO-LUMO gap	10.675	eV